1.
C17H31Cl3O2P2Pt | ωB97M-V/def2-TZVPD

```
56
C17H31Cl3O2P2Pt | the OMol25 dataset | ωB97M-V/def2-TZVPD
P 0.27293 -1.93854 0.86414
P -0.03760 1.69828 1.37581
C 0.06678 -0.59042 -0.38959
C 0.47016 0.87938 -0.14276
H -0.95951 -0.65058 -0.78704
H 0.76665 -0.96116 -1.13995
H 1.55100 1.03269 -0.33102
H -0.08050 1.53026 -0.82096
C -1.72670 2.35647 1.21833
H -1.93581 2.93173 2.13124
H -2.44295 1.52364 1.15645
H -1.81722 3.00291 0.33214
C 1.17179 2.97360 1.74995
H 1.05128 3.82589 1.06746
H 2.18127 2.55103 1.64335
H 1.02105 3.28235 2.79241
C -0.92835 -3.27066 0.80164
H -0.76304 -3.92896 1.66667
H -0.80841 -3.84764 -0.12609
H -1.95289 -2.87815 0.86831
C 1.95580 -2.59316 0.68753
H 2.69894 -1.79161 0.81188
H 2.08623 -3.07523 -0.29096
H 2.11511 -3.33344 1.48678
Pt 0.05872 -0.36075 2.31031
C 0.59687 1.34508 -2.98714
C -0.74525 1.41419 -2.87159
C -1.70234 0.68942 -3.76440
C -1.31591 -0.77125 -4.12218
C -0.55123 -1.53061 -3.08056
C 0.79266 -1.63475 -3.06458
C 1.72193 -0.81055 -3.90722
C 1.31843 0.67368 -4.11496
C 0.26757 -1.79354 3.80292
H 1.25346 1.94282 -2.34702
H -1.22757 2.17529 -2.24589
H -1.83024 1.24213 -4.71550
H -2.69035 0.69338 -3.27254
H -2.26078 -1.30738 -4.31161
H -0.74920 -0.77138 -5.06602
H -1.16929 -2.09866 -2.37530
H 1.29018 -2.44555 -2.51566
H 1.83547 -1.26605 -4.90817
H 2.72000 -0.84532 -3.43724
H 2.26146 1.23060 -4.27598
H 0.73125 0.76602 -5.04118
H 1.04691 -1.40760 4.47970
H 0.53179 -2.78647 3.41597
H -0.68973 -1.81428 4.33991
Cl -0.20347 0.54725 6.99315
C -0.68839 1.83180 5.85617
Cl -2.14778 2.64051 6.42799
Cl 0.61640 3.04235 5.66646
C -1.00221 1.07347 4.49966
O -2.08824 0.54789 4.27718
O 0.06291 1.05952 3.72959
```

Properties
Gap between HOMO and LUMO (alpha / beta)   0.1319 / 0.2599 hartree
Energy relative to the best compared isomer or geometry (same formula, charge and spin)   56.62 kcal/mol
Spin multiplicity   3
⟨S²⟩   2.007


2.
C3H9NO3 | ωB97M-V/def2-TZVPD

```
16
C3H9NO3 | the OMol25 dataset | ωB97M-V/def2-TZVPD
C 0.74047 -0.14036 0.40165
C 1.60655 0.77031 -0.44852
O 1.35336 -1.44282 0.30434
O 0.73325 0.25848 1.76670
H 0.85643 -2.03877 0.87802
H 1.65044 0.34944 2.06836
H -0.80224 0.71989 0.42968
H 1.24747 1.79715 -0.38492
H 2.64792 0.73899 -0.10701
H 1.58668 0.44992 -1.49098
N -1.66091 -0.90008 -0.71912
C -2.34095 0.17248 -0.48180
O -1.81490 1.09873 0.25105
H -0.47250 -0.65438 -0.16429
H -2.05593 -1.61296 -1.31602
H -3.27515 0.43397 -0.98715
```

Properties
Gap between HOMO and LUMO   0.3320 hartree
Energy relative to the best compared isomer or geometry (same formula, charge and spin)   79.92 kcal/mol
Spin multiplicity   1


3.
C18H24CaCl4F12O15PSV | ωB97M-V/def2-TZVPD

```
77
C18H24CaCl4F12O15PSV | the OMol25 dataset | ωB97M-V/def2-TZVPD
O -1.39555 5.57779 -0.60584
C -1.56580 4.37373 -0.89285
O -1.95449 3.89313 -2.14609
C -2.15214 2.45605 -2.07328
C -3.73881 2.21725 -1.98884
C -4.63402 3.48752 -2.32996
C -4.91741 4.39190 -1.00871
C -4.66180 5.90936 -1.40776
S -4.30341 7.02589 0.01727
O -3.73120 6.25478 1.19818
O -5.59336 7.70597 0.40594
Cl -2.98778 8.53454 -0.68876
C -1.23574 1.99282 -0.83257
C -1.83952 0.84373 0.11275
O -2.43581 -0.24293 -0.66111
O -3.41863 -0.80908 0.11308
C 0.27895 1.57406 -1.14243
C 1.25045 2.79999 -1.42802
O 2.57012 2.38946 -0.97191
C 1.41281 3.17626 -2.97485
F 1.59404 4.57500 -3.11813
F 2.58360 2.57060 -3.47470
F 0.38268 2.73143 -3.80157
O -1.35525 3.24801 -0.06862
H -1.82839 1.82300 -2.95728
H -4.00265 1.43182 -2.78132
H -4.10600 1.80472 -0.99449
H -4.28342 4.09773 -3.21567
H -5.66498 3.07859 -2.62035
H -4.22061 3.98523 -0.21052
H -5.97838 4.19509 -0.62713
H -5.62573 6.30123 -1.88731
H -3.83844 5.94922 -2.19772
H -2.62912 1.28922 0.81717
H -1.06292 0.36414 0.78915
H -4.17427 -0.18446 0.20955
H 0.70465 1.05612 -0.21238
H 0.31474 0.77517 -1.96382
H 1.01064 3.74654 -0.85401
H 3.09009 3.22216 -0.91289
O -5.11059 -3.13347 -4.31490
V -5.10772 -1.39189 -4.31660
O -5.09758 0.36061 -4.30601
Cl -0.52885 -2.07395 3.75763
C 1.11618 -1.43338 4.04637
C 1.22130 0.03917 3.72364
Cl 1.07805 0.35258 1.97248
H 1.81344 -2.02216 3.45774
H 1.34161 -1.59903 5.11466
H 2.19480 0.41555 4.03553
H 0.45121 0.62079 4.23420
C 2.41687 -6.22081 2.44715
C 2.57494 -4.69404 2.31106
C 1.88506 -4.06165 1.10175
F 2.35782 -4.52764 -0.06593
F 2.09426 -2.70974 1.08213
F 3.88965 -4.38367 2.34944
F 2.02659 -4.13659 3.44038
O 3.49916 -7.05370 1.97949
C 3.53951 -7.38889 0.61210
C 4.77749 -6.83237 -0.11211
F 4.86454 -5.49420 -0.04542
F 4.73708 -7.15274 -1.43344
F 2.38870 -7.03418 0.03016
F 3.58004 -8.74814 0.56420
H 2.38661 -6.42110 3.52201
H 1.44879 -6.56701 2.07262
H 0.80139 -4.23176 1.13366
H 5.69385 -7.24332 0.31797
Cl 3.20340 -1.54548 5.46204
F -0.28789 -5.66381 0.65865
Ca -1.43535 6.30825 1.63185
O 7.50834 -1.43816 0.91703
P 6.86544 -2.78894 0.58445
O 6.65788 -3.57891 1.87904
O 7.78492 -3.56896 -0.36112
O 5.51195 -2.57003 -0.09610
```

Properties
Gap between HOMO and LUMO   0.0486 hartree
Spin multiplicity   1
Charge   -2


4.
C29H46BO16S | ωB97M-V/def2-TZVPD

```
93
C29H46BO16S | the OMol25 dataset | ωB97M-V/def2-TZVPD
C 8.30859 4.96785 1.03080
C 7.41367 3.72418 0.50726
O 6.13270 3.67496 1.21874
C 5.79130 2.26433 1.28217
C 4.18526 2.00722 1.33630
O 3.75550 1.91848 -0.04158
C 2.41923 1.39756 -0.17122
C 2.05347 -0.05264 0.41610
S 0.41240 -0.14714 1.27836
O 0.45716 -1.42852 2.12295
O 0.13706 0.97638 2.24130
C 2.35536 1.10269 -1.79817
O 0.97108 1.24919 -2.14440
B 0.53943 2.45745 -1.38451
C -1.09300 2.28957 -1.36409
C -1.88115 3.40219 -0.52844
C -1.66821 4.90525 -1.03803
O -3.30811 3.00240 -0.56227
C -4.14112 4.01873 0.03407
C -5.51703 3.47429 0.63676
C -5.44330 2.71965 2.01299
C -6.77423 2.22194 2.63880
C -8.13923 2.46208 1.92949
C -8.22856 3.19776 0.56385
C -6.89809 3.70465 -0.07673
O 1.30946 2.33948 -0.13101
H 7.71779 5.94597 1.07900
H 9.22395 5.14406 0.36481
H 8.69009 4.69678 2.07947
H 8.04678 2.78406 0.68481
H 7.28632 3.82315 -0.62654
H 6.13429 1.80457 0.27385
H 6.35799 1.67854 2.09185
H 3.67479 2.85988 1.89888
H 4.05095 1.05172 1.94812
H 1.98614 -0.79284 -0.47122
H 2.82318 -0.49899 1.13338
H -0.62749 -0.36540 0.35673
H 2.87649 2.06119 -2.20131
H 2.90930 0.16233 -2.17381
H 0.83148 3.35480 -2.12108
H -1.32418 1.26335 -0.87089
H -1.47147 2.25614 -2.44618
H -1.57836 3.29219 0.58612
H -0.60088 5.16148 -1.34491
H -1.96222 5.68073 -0.22873
H -2.36366 5.12024 -1.93915
H -4.40319 4.83418 -0.73591
H -3.54030 4.45144 0.92649
H -4.42066 2.58799 2.51767
H -6.72618 1.68681 3.65529
H -9.07695 2.08290 2.48123
H -9.26159 3.35194 0.10034
H -6.95812 4.27615 -1.07443
C -0.99361 -2.80888 -2.23573
C 0.32798 -3.28551 -2.79827
C 0.41461 -4.77693 -2.94238
O 1.81029 -5.02038 -2.79671
C 2.30371 -4.00602 -2.03212
O 3.39975 -3.99817 -1.54584
O 1.39144 -3.00380 -1.89286
H -1.02290 -1.71554 -2.21835
H -1.83336 -3.16830 -2.83319
H -1.12438 -3.14049 -1.20166
H 0.54248 -2.77860 -3.74554
H 0.06224 -5.12040 -3.91644
H -0.11640 -5.32201 -2.15970
C 2.62665 -0.79186 4.97024
C 3.94793 -1.26729 4.40714
C 4.03661 -2.75790 4.26190
O 5.43285 -2.99944 4.40667
C 5.92683 -1.98573 5.17126
O 7.02375 -1.97775 5.65613
O 5.01425 -0.98558 5.31264
H 2.59594 0.30059 4.98778
H 1.78601 -1.15216 4.37237
H 2.49708 -1.12324 6.00490
H 4.16096 -0.76014 3.45972
H 3.68366 -3.10115 3.28790
H 3.50560 -3.30471 5.04677
C -6.68725 -4.60882 -3.21280
C -5.36450 -5.08673 -3.77271
C -5.27612 -6.57848 -3.91547
O -3.88181 -6.82044 -3.76719
C -3.38971 -5.80526 -3.00283
O -2.29536 -5.79563 -2.51505
O -4.30221 -4.80465 -2.86587
H -6.71716 -3.51651 -3.19659
H -7.52643 -4.96962 -3.81163
H -6.81851 -4.93944 -2.17866
H -5.14881 -4.58117 -4.72021
H -5.62667 -6.92329 -4.88987
H -5.80933 -7.12389 -3.13104
```

Properties
Gap between HOMO and LUMO   0.2463 hartree
Spin multiplicity   1
Charge   -1


5.
C29H59B3FNO31 | ωB97M-V/def2-TZVPD

```
124
C29H59B3FNO31 | the OMol25 dataset | ωB97M-V/def2-TZVPD
N 8.31029 1.56776 3.64895
B 7.28498 2.59830 3.29418
O 7.60092 3.99058 3.49140
B 6.51749 4.85796 3.16232
F 6.57505 6.21648 3.52714
O 5.31393 4.41656 2.49072
B 5.07638 3.10984 3.10082
C 3.83928 2.86946 4.11741
C 2.61340 2.12735 3.39393
O 1.53379 1.86913 3.93612
O 6.04536 2.09402 2.75747
H 7.92783 1.02558 4.43715
H 9.20045 2.00992 3.90979
H 4.23313 2.27917 5.01706
H 3.54058 3.89462 4.53484
H 2.81129 1.81610 2.30499
C 2.93345 0.64233 -2.44772
O 4.35942 0.55426 -2.42214
C 4.89926 0.94053 -1.25753
O 4.28861 1.32721 -0.29264
O 6.23221 0.82255 -1.34490
C 6.90372 1.20244 -0.14664
H 2.59397 0.30810 -3.42634
H 2.49405 -0.00885 -1.68987
H 2.60901 1.67551 -2.30499
H 6.59715 0.56037 0.68050
H 6.70623 2.25082 0.08541
H 7.97542 1.07863 -0.30235
C 3.98468 2.62927 -4.75824
O 2.61617 2.77318 -5.14102
C 2.43707 3.33654 -6.34811
O 3.30815 3.70860 -7.09094
O 1.11520 3.41142 -6.58180
C 0.77439 3.99352 -7.83958
H 4.00768 2.16654 -3.77398
H 4.51479 1.97962 -5.45746
H 4.47226 3.60397 -4.69220
H 1.17669 3.39800 -8.66107
H 1.13247 5.02334 -7.89741
H -0.31260 4.00169 -7.91969
C 0.60873 5.92055 -3.64232
O 1.55329 6.83259 -3.08447
C 2.38008 6.28038 -2.18434
O 2.37795 5.12665 -1.83541
O 3.20966 7.23564 -1.74055
C 4.15246 6.78508 -0.76865
H -0.00694 6.46952 -4.35477
H 1.11936 5.11614 -4.17562
H -0.04224 5.51657 -2.86458
H 4.80175 6.01483 -1.18969
H 3.64114 6.41395 0.12155
H 4.76795 7.63800 -0.48327
C -0.39942 0.10311 4.39439
O -0.53767 -0.72799 5.54922
C -1.69020 -0.56619 6.21176
O -2.57796 0.19386 5.91628
O -1.68647 -1.40579 7.25786
C -2.86565 -1.35140 8.05835
H 0.56354 -0.11515 3.94098
H -1.18239 -0.12013 3.66628
H -0.41990 1.15520 4.67121
H -3.74191 -1.63131 7.47086
H -2.99307 -0.35820 8.49374
H -2.75026 -2.07078 8.86888
C 0.03966 -0.48280 -4.51420
O 0.36285 -1.67912 -3.80506
C -0.64622 -2.55811 -3.72297
O -1.75016 -2.41407 -4.18434
O -0.20883 -3.62922 -3.03455
C -1.18343 -4.65824 -2.86578
H 0.92394 0.15245 -4.51721
H -0.22845 -0.70482 -5.54879
H -0.76838 0.05417 -4.01362
H -1.50005 -5.05026 -3.83418
H -2.03932 -4.28914 -2.30151
H -0.72368 -5.46860 -2.30042
C -2.82056 -2.17278 -0.97571
O -2.27884 -2.05684 0.34064
C -3.18344 -1.72153 1.27567
O -4.35578 -1.52363 1.08503
O -2.55380 -1.64381 2.45703
C -3.40340 -1.29077 3.55112
H -2.01037 -2.44491 -1.65122
H -3.57804 -2.95873 -1.01244
H -3.23742 -1.21931 -1.30516
H -4.18336 -2.04203 3.69127
H -3.84193 -0.30347 3.39551
H -2.78987 -1.25808 4.45125
C -2.73384 -5.81475 8.48218
O -3.90338 -6.54994 8.12611
C -4.90529 -5.79227 7.65521
O -4.88361 -4.59587 7.52038
O -5.93369 -6.60006 7.36062
C -7.07810 -5.92298 6.84384
H -1.99350 -6.52596 8.84820
H -2.32059 -5.30204 7.61121
H -2.95423 -5.10301 9.28023
H -6.83538 -5.41529 5.90840
H -7.47058 -5.21519 7.57655
H -7.84366 -6.67203 6.64224
C -2.89083 4.54321 -11.36223
O -2.56435 3.34723 -10.65616
C -3.57088 2.46381 -10.57501
O -4.67486 2.60514 -11.03431
O -3.13158 1.39633 -9.89255
C -4.10571 0.36677 -9.72757
H -2.00574 5.17930 -11.36420
H -3.15832 4.31938 -12.39658
H -3.70017 5.07781 -10.86133
H -4.42181 -0.02346 -10.69681
H -4.96345 0.73500 -9.16164
H -3.64120 -0.44210 -9.16394
C -2.75675 -4.69171 2.49323
O -2.46303 -5.99206 3.00307
C -3.07229 -6.27368 4.16392
O -3.81117 -5.54069 4.77158
O -2.71575 -7.51325 4.53137
C -3.29591 -7.94698 5.76084
H -2.21443 -4.56887 1.55575
H -3.82556 -4.59054 2.29004
H -2.42160 -3.92223 3.18861
H -4.38468 -7.97253 5.68544
H -2.98150 -7.30257 6.58427
H -2.93920 -8.95785 5.95751
```

Properties
Gap between HOMO and LUMO   0.3811 hartree
Spin multiplicity   1


6.
C3H17N2O3 | ωB97M-V/def2-TZVPD

```
25
C3H17N2O3 | the OMol25 dataset | ωB97M-V/def2-TZVPD
C 1.05939 -0.42470 -1.69723
N 1.23811 1.02946 -1.83476
C 0.45132 -0.87006 -0.36462
N 1.05975 -0.14006 0.79885
C 2.31402 -0.81017 1.43272
H 0.41850 -0.78365 -2.51225
H 2.06632 -0.83193 -1.80114
H 0.33993 1.50711 -2.02141
H 1.84832 1.23706 -2.64248
H -0.58421 -0.51943 -0.32247
H 0.54949 -1.93399 -0.20390
H 0.35484 -0.02224 1.53740
H 1.30707 0.82604 0.59183
H 2.04432 -1.03605 2.44710
H 2.58592 -1.67089 0.84250
H 3.05900 -0.03187 1.43845
H -2.74580 0.94656 1.72626
H -2.15591 1.19405 0.33697
O -1.94756 0.78190 1.21836
H -2.86439 1.58056 -1.85392
H -2.07419 2.71528 -1.34872
O -2.05763 1.74787 -1.35627
H -1.51520 -0.90410 1.41427
H -1.69646 -2.28853 1.96081
O -1.01339 -1.73685 1.57156
```

Properties
Gap between HOMO and LUMO (alpha / beta)   0.4067 / 0.1777 hartree
Energy relative to the best compared isomer or geometry (same formula, charge and spin)   19.89 kcal/mol
Spin multiplicity   2
⟨S²⟩   0.754
Charge   +2


Number 1: molecular weight 630.8 g mol⁻¹, electronic energy -81611.94538 eV. Number 2: molecular weight 107.1 g mol⁻¹, electronic energy -10887.11591 eV. Number 3: molecular weight 1004.2 g mol⁻¹, electronic energy -196702.27822 eV. Number 4: molecular weight 693.6 g mol⁻¹, electronic energy -75085.30662 eV. Number 5: molecular weight 969.2 g mol⁻¹, electronic energy -100747.43824 eV. Number 6: molecular weight 129.2 g mol⁻¹, electronic energy -12490.47134 eV.